Molecular formula: C2H10N2O2
Method: DFT, ωB97M-V/def2-TZVPD

```
16
C2H10N2O2 ωB97M-V/def2-TZVPD
C 0.867 -0.575 0.249
N -2.039 -0.194 -1.607
C -0.943 0.266 -0.945
N 0.251 -0.150 -1.005
H 0.653 -1.630 0.444
H 1.932 -0.480 0.037
H 0.686 0.025 1.140
H -2.926 -0.066 -1.159
H -2.021 -0.953 -2.265
H -1.241 0.912 -0.084
H 0.060 -3.720 -1.321
H 0.405 -2.276 -1.590
O -0.250 -2.954 -1.837
H 1.589 4.649 3.604
H 1.449 3.176 3.443
O 1.529 3.969 2.897
```

Calculated values
* HOMO-LUMO gap: 9.119 eV
* structure (SMILES): C/N=C/N.O.O
* net charge: 0

Molecular formula: C21H29BaF6NO4PSSb2
Method: DFT, ωB97M-V/def2-TZVPD

```
66
C21H29BaF6NO4PSSb2 ωB97M-V/def2-TZVPD
Ba -1.500 0.210 0.628
C -0.669 -7.208 0.776
C -1.253 -5.851 1.041
C -0.432 -4.751 1.266
C -0.959 -3.497 1.520
C -2.338 -3.352 1.526
C -3.193 -4.435 1.322
C -2.636 -5.675 1.086
S -3.152 -1.842 1.761
O -3.292 -1.209 0.428
O -4.347 -2.003 2.523
N -1.939 -0.922 2.623
C -2.499 0.215 3.449
C -3.068 1.393 2.384
O -4.238 1.363 2.124
O -2.070 2.076 1.865
H 0.329 -7.131 0.346
H -1.296 -7.778 0.091
H -0.590 -7.779 1.704
H 0.643 -4.872 1.220
H -0.300 -2.661 1.705
H -4.266 -4.304 1.346
H -3.288 -6.526 0.925
H -1.732 0.688 4.050
H -3.390 -0.072 4.002
C -0.687 2.189 -3.864
Sb -0.947 2.269 -1.779
C -2.694 3.507 -1.764
C 0.358 3.941 -1.409
C 1.834 3.680 -1.323
C 2.586 3.816 -2.492
C 3.965 3.696 -2.499
C 4.630 3.459 -1.306
C 3.899 3.308 -0.141
C 2.505 3.381 -0.124
C 1.806 3.096 1.178
Sb 1.524 0.965 1.568
C 3.013 0.819 3.068
C 2.733 0.191 0.004
H -0.906 3.169 -4.287
H -1.357 1.444 -4.289
H 0.334 1.892 -4.097
H -2.488 4.371 -2.396
H -2.932 3.831 -0.751
H -3.558 2.968 -2.149
H -0.023 4.403 -0.497
H 0.146 4.619 -2.237
H 2.068 4.044 -3.418
H 4.514 3.807 -3.426
H 5.710 3.390 -1.282
H 4.418 3.121 0.793
H 0.829 3.571 1.244
H 2.411 3.428 2.022
H 3.979 1.081 2.638
H 3.059 -0.198 3.456
H 2.786 1.492 3.895
H 3.742 0.584 0.108
H 2.336 0.462 -0.974
H 2.735 -0.897 0.070
F -0.113 -1.170 -0.673
P -0.112 -1.905 -2.243
F 0.780 -0.651 -2.706
F -1.044 -3.053 -1.642
F 1.200 -2.684 -1.776
F -1.465 -1.000 -2.515
F -0.100 -2.513 -3.696
```

Calculated values
* spin multiplicity: 2
* HOMO-LUMO gap (alpha / beta): 8.381 / 5.009 eV
* expectation value of S²: 0.7571
* net charge: 0

Molecular formula: C6H13N
Method: DFT, ωB97M-V/def2-TZVPD

```
20
C6H13N ωB97M-V/def2-TZVPD
C 1.627 -1.417 0.256
C 1.959 -0.152 -0.559
C 1.149 1.001 -0.220
N -1.201 -0.062 1.421
C -1.251 0.215 0.101
C -0.337 1.124 -0.427
C -2.683 0.260 -0.548
H 1.638 -1.166 1.346
H 0.553 -1.804 0.124
H 2.277 -2.266 0.028
H 3.032 -0.075 -0.440
H 1.943 -0.465 -1.648
H 1.678 1.979 -0.593
H 1.478 0.970 0.840
H -0.648 0.523 2.064
H -1.817 -0.816 1.794
H -0.456 1.371 -1.443
H -3.314 -0.031 0.208
H -2.749 -0.422 -1.472
H -2.879 1.235 -0.832
```

Calculated values
* HOMO-LUMO gap: 8.578 eV
* structure (SMILES): CCC/C=C(/C)N
* net charge: 0

Molecular formula: C21H20BN5O3
Method: DFT, ωB97M-V/def2-TZVPD

```
50
C21H20BN5O3 ωB97M-V/def2-TZVPD
O 5.181 -3.326 -3.910
N -2.623 0.756 1.266
N -0.651 -0.140 0.303
O -4.901 4.136 4.410
O -3.283 5.702 5.341
B -3.614 4.515 4.679
C 4.327 -4.173 -4.114
C 5.753 -5.467 -5.619
C 4.650 -5.402 -4.872
C -1.299 0.563 1.233
C -3.299 0.226 0.291
C -1.377 -0.679 -0.676
C 2.923 -0.864 -1.730
C 3.352 -1.919 -2.503
C 0.236 3.081 3.450
C -2.121 2.543 3.432
C 1.607 -0.748 -1.416
C 1.134 -2.720 -2.708
C -0.017 4.191 4.232
C -2.371 3.654 4.172
C 2.496 -2.887 -3.004
C -0.809 2.223 3.075
C 0.670 -1.654 -1.911
C -2.749 -0.520 -0.727
C -1.314 4.427 4.625
N 2.987 -3.985 -3.735
N -0.474 1.133 2.228
N -0.713 -1.481 -1.657
C -3.665 -1.221 -1.690
C -1.868 5.605 5.404
H -5.552 4.853 4.662
H 5.929 -6.333 -6.234
H 6.476 -4.676 -5.600
H 3.935 -6.200 -4.870
H -4.365 0.395 0.270
H 3.662 -0.181 -1.346
H 4.398 -1.967 -2.704
H 1.242 2.870 3.092
H -2.968 2.074 2.963
H 1.205 0.059 -0.798
H 0.415 -3.373 -3.146
H 0.705 4.950 4.393
H 2.329 -4.657 -4.126
H 0.512 0.890 2.156
H -1.329 -2.108 -2.175
H -4.009 -2.191 -1.351
H -3.183 -1.345 -2.665
H -4.569 -0.659 -1.906
H -1.449 6.529 5.032
H -1.551 5.504 6.481
```

Calculated values
* HOMO-LUMO gap: 8.272 eV
* structure (SMILES): C=CC(=O)Nc1cccc(Nc2nc(Nc3ccc4c(c3)B(O)OC4)ncc2C)c1
* net charge: 0

Number 1: calculated total energy -342.1387 a.u.. Number 2: calculated total energy -3018.1746 a.u.. Number 3: calculated total energy -291.0768 a.u.. Number 4: calculated total energy -1336.7128 a.u..